{"formula": "C27H43F9N2O10S", "method": "ωB97M-V with the def2-TZVPD basis set", "smiles": "CCCO[C@]1(S(=O)(=O)C(F)(F)C(F)(F)C(F)(F)C(F)(F)F)C(=O)O[C@@H](CCO)[C@]1(CC=O)OC[C@H](C)C(C)C.CNC(C)=O.CNC(C)=O", "total_charge": 0, "homo_lumo_gap_ev": 9.13, "spin_multiplicity": 1, "species": ["C", "C", "C", "O", "C", "S", "O", "O", "C", "F", "F", "C", "F", "F", "C", "F", "F", "C", "F", "F", "F", "C", "O", "O", "C", "C", "C", "O", "C", "C", "C", "O", "O", "C", "C", "C", "C", "C", "C", "H", "H", "H", "H", "H", "H", "H", "H", "H", "H", "H", "H", "H", "H", "H", "H", "H", "H", "H", "H", "H", "H", "H", "H", "H", "H", "H", "H", "H", "C", "N", "C", "C", "O", "H", "H", "H", "H", "H", "H", "H", "C", "N", "C", "C", "O", "H", "H", "H", "H", "H", "H", "H"], "coordinates": [[2.963645, -0.476737, 1.547425], [1.862818, 0.141125, 0.597005], [0.797511, -0.934687, 0.422711], [-0.457906, -0.624636, -0.206168], [-0.620659, 0.580849, -0.844362], [-0.937484, 2.078028, 0.229945], [0.154769, 3.006260, 0.327073], [-2.032200, 2.764789, -0.398856], [-1.660731, 1.608499, 1.892837], [-2.696577, 2.383317, 2.131557], [-2.186650, 0.382632, 1.845172], [-0.730155, 1.617352, 3.131513], [-1.531314, 1.331723, 4.171690], [0.158749, 0.626479, 3.125677], [0.031923, 2.923958, 3.539181], [0.335121, 2.740346, 4.846442], [1.213355, 3.038917, 2.968565], [-0.768104, 4.256056, 3.534358], [-0.001115, 5.176968, 4.084721], [-1.098830, 4.687177, 2.340483], [-1.855538, 4.130841, 4.262991], [-2.135284, 0.395070, -1.389072], [-3.010605, -0.162562, -0.887816], [-2.263350, 0.954645, -2.644287], [-1.068440, 0.453613, -3.317795], [-0.952535, 0.922617, -4.773094], [0.406941, 0.671173, -5.488703], [0.587828, 1.705431, -6.459408], [0.008395, 0.807709, -2.275470], [0.616172, 2.234440, -2.547001], [-0.363155, 3.384876, -2.786757], [0.051630, 4.490273, -2.743021], [1.227401, 0.058777, -2.444333], [1.080307, -1.299571, -2.813218], [2.438671, -1.998445, -2.546436], [3.450109, -1.359083, -3.548381], [2.339854, -3.551544, -2.719983], [2.400454, -4.155504, -1.278092], [3.561453, -4.138545, -3.470404], [2.623351, -1.418969, 1.997632], [3.213052, 0.227618, 2.348110], [3.872390, -0.694994, 0.976530], [1.545578, 1.059762, 1.101170], [2.407071, 0.432756, -0.306243], [1.258884, -1.773212, -0.119667], [0.579579, -1.347244, 1.418857], [-1.364354, -0.605668, -3.412771], [-1.716875, 0.375123, -5.340060], [-1.224802, 1.978575, -4.897032], [1.276260, 0.604692, -4.826450], [0.319109, -0.251909, -6.074834], [1.143441, 2.405116, -6.093226], [1.224239, 2.137936, -3.454689], [1.339756, 2.439498, -1.751891], [-1.435875, 3.271534, -3.031921], [0.882286, -1.472371, -3.887744], [0.314496, -1.872150, -2.265153], [2.815933, -1.717009, -1.554930], [3.374085, -0.262768, -3.552486], [3.273635, -1.698828, -4.576935], [4.483201, -1.594040, -3.268156], [1.401254, -3.825855, -3.223857], [1.459997, -4.035842, -0.727317], [2.734954, -5.198211, -1.332777], [3.191280, -3.617115, -0.737980], [3.560814, -5.234133, -3.386940], [3.549193, -3.877518, -4.533690], [4.500157, -3.800152, -3.016305], [0.596022, -6.033465, 3.654268], [1.427467, -5.098057, 2.919326], [2.766324, -5.160040, 2.688638], [3.520714, -6.338043, 3.252908], [3.322155, -4.283234, 2.044551], [-0.180206, -6.416363, 2.989562], [0.119260, -5.508655, 4.483837], [1.174906, -6.864555, 4.043155], [0.988301, -4.286041, 2.513996], [4.569879, -6.245602, 2.986445], [3.438661, -6.355740, 4.340583], [3.136867, -7.270051, 2.835476], [-5.043097, 3.893258, 3.501029], [-6.457572, 3.876561, 3.174944], [-7.304431, 4.932197, 3.037115], [-6.736644, 6.315639, 3.241762], [-8.478252, 4.748628, 2.757754], [-4.495129, 3.416731, 2.694219], [-4.888475, 3.322383, 4.419329], [-4.672686, 4.903714, 3.640529], [-6.902503, 2.984476, 3.024465], [-7.528069, 7.046160, 3.099230], [-6.345674, 6.419797, 4.255072], [-5.946378, 6.513059, 2.515871]], "forces_ev_per_a": [[-0.3, 0.1, -0.4], [1.2, -0.1, 1.0], [0.9, -0.4, 0.2], [1.0, 0.6, 0.2], [-3.1, -1.4, -1.2], [0.1, 3.1, -2.0], [1.2, -1.2, 1.3], [-1.1, -1.0, -0.1], [0.1, -1.6, 0.6], [0.1, 1.3, -0.1], [0.4, -0.8, -0.5], [0.1, 0.6, 0.9], [-0.7, 0.2, 0.1], [0.6, -0.3, -0.9], [-0.1, -0.1, 1.2], [-0.3, -0.2, 0.5], [0.3, 0.2, -1.3], [0.7, 0.1, -0.1], [0.5, 0.5, 0.4], [-0.2, -0.2, -1.0], [-0.8, -0.3, 0.5], [1.2, 2.1, -1.7], [-1.9, -1.5, 1.8], [0.7, -0.1, 0.1], [-1.3, -0.5, 0.0], [0.0, 0.2, 0.2], [-0.5, 0.4, -0.4], [0.3, -0.1, 0.1], [3.2, 0.9, -0.7], [-1.2, -0.8, 0.1], [-0.2, -0.8, 0.3], [0.9, 2.1, 0.0], [-1.3, -0.6, 0.2], [1.0, -1.9, 0.4], [0.3, 0.8, -1.7], [0.0, 0.1, 0.2], [1.0, 0.1, 1.3], [0.2, 0.3, -0.7], [-0.5, -0.2, -0.1], [0.2, 0.2, 0.0], [0.0, -0.2, -0.2], [-0.1, 0.0, 0.2], [-0.4, -0.2, -0.3], [-0.7, -0.1, -0.2], [-0.2, 0.2, 0.0], [-0.4, 0.3, -0.3], [1.2, -0.1, 0.4], [0.1, 0.2, 0.2], [0.3, -0.2, 0.2], [-0.3, -0.1, 0.0], [0.2, 0.1, 0.3], [-0.2, -0.2, 0.0], [-0.3, 0.0, 0.1], [-0.4, 0.3, -0.1], [0.2, -0.8, 0.1], [-0.1, 0.5, 0.2], [-0.1, 0.6, 0.1], [-0.3, -0.3, 0.0], [-0.1, -0.3, 0.1], [0.0, 0.0, 0.2], [-0.2, 0.0, -0.2], [0.2, 0.0, 0.0], [0.2, -0.2, 0.0], [-0.5, 0.1, 0.2], [-0.3, -0.2, 0.1], [-0.1, 0.2, -0.1], [0.2, -0.1, 0.2], [-0.2, 0.0, -0.1], [-0.2, 0.4, -0.2], [0.3, -0.2, 0.1], [0.0, 0.2, -0.1], [0.1, 0.0, 0.0], [0.0, 0.0, 0.0], [0.0, -0.2, 0.1], [0.0, -0.2, 0.1], [0.0, 0.0, 0.0], [0.0, 0.0, 0.0], [-0.1, 0.1, 0.0], [-0.1, -0.1, 0.0], [0.0, 0.0, 0.1], [-0.4, -0.4, 0.0], [0.0, 0.3, 0.1], [-0.3, -0.2, -0.1], [0.0, 0.0, 0.0], [0.1, 0.1, 0.0], [0.1, 0.1, 0.0], [0.2, 0.1, 0.0], [-0.1, 0.0, 0.0], [0.0, 0.0, 0.0], [-0.1, -0.1, 0.0], [0.1, 0.0, -0.1], [0.1, 0.0, 0.1]], "lowdin_charge": [-0.06, -0.20, -0.16, -0.05, -0.27, 0.84, -0.25, -0.24, -0.46, 0.14, 0.15, -0.37, 0.16, 0.18, -0.36, 0.15, 0.19, -0.60, 0.20, 0.21, 0.20, -0.45, 0.24, 0.05, -0.20, -0.07, -0.23, -0.06, -0.28, -0.02, -0.26, 0.09, -0.10, -0.19, -0.30, -0.06, -0.35, -0.08, -0.09, 0.06, 0.07, 0.07, 0.07, 0.11, 0.10, 0.12, 0.17, 0.13, 0.12, 0.10, 0.12, 0.09, 0.12, 0.13, 0.13, 0.13, 0.14, 0.12, 0.08, 0.08, 0.08, 0.14, 0.07, 0.07, 0.08, 0.08, 0.07, 0.08, -0.07, 0.01, -0.55, -0.01, 0.02, 0.08, 0.08, 0.07, 0.13, 0.08, 0.09, 0.09, -0.08, 0.01, -0.56, -0.01, 0.03, 0.06, 0.09, 0.07, 0.14, 0.08, 0.08, 0.08]}